[1]
The following is a DFT calculation (ωB97M-V/def2-TZVPD) of a 2-piece molecular cluster, C52H62N5 overall in a non-equilibrium geometry.

XYZ file:
```
119
Properties=species:S:1:pos:R:3:forces:R:3:lowdin_charge:R:1
H -1.864904 3.274370 -1.065957 -0.332 -0.062 0.074 0.08
H -4.167510 -5.029748 -1.928534 0.170 -0.004 0.154 0.08
C -2.261378 1.457077 -2.139027 -0.049 -0.474 0.046 -0.37
C -1.970028 1.456861 6.234854 -0.289 -0.664 0.274 0.00
C 4.918918 0.228211 0.549852 -0.177 0.011 -0.043 -0.07
H -2.019491 -0.081449 9.973316 -0.162 0.272 -0.237 0.10
H 3.864922 1.884662 1.477409 -0.029 -0.389 -0.179 0.11
H 4.010696 -3.670816 -4.841535 -0.087 0.369 0.035 0.12
H 0.026020 0.334243 -4.243586 0.201 0.263 -0.156 0.07
N -0.236259 -1.582805 -2.563387 1.108 1.020 1.115 0.20
H -2.586889 1.988977 -0.055760 -0.024 0.159 -0.160 0.06
C 1.879154 5.693795 0.470091 0.029 0.155 -0.063 -0.12
H 2.755975 5.603255 3.783798 -0.009 0.222 -0.178 0.08
C -5.178803 -0.969684 -1.938928 0.104 0.164 -0.343 -0.03
C 2.617273 -5.029228 -2.748691 0.045 0.046 0.113 -0.05
H 2.819182 5.714609 -0.106581 -0.264 0.168 0.235 0.13
H 1.454610 1.018214 -2.385243 0.063 0.146 -0.091 0.11
C -0.792639 -0.302115 0.821254 -0.881 -1.615 1.027 0.00
H 5.913429 0.584279 0.849853 -0.516 -0.173 -0.136 0.11
C -1.616454 0.609111 3.939715 -0.044 -1.590 0.986 -0.22
H -2.006631 1.440035 9.029341 0.039 -0.245 0.020 0.08
C -4.544439 -2.208291 -1.878164 -0.215 0.198 0.174 -0.02
H 0.887813 -3.721061 -2.807166 0.086 -0.389 -0.053 0.10
H 3.450253 -5.296597 -3.413291 -0.145 -0.054 0.275 0.08
H -3.665420 2.361750 -3.492712 0.318 0.048 -0.145 0.08
C 1.737981 -3.987374 -3.445416 -0.049 0.232 0.284 -0.38
C -4.425481 0.193757 -2.042414 0.052 -0.222 0.207 -0.02
C -1.720550 1.663225 4.887647 0.390 -0.070 -0.968 -0.05
H 3.443060 -2.363350 -1.124973 0.133 0.385 0.163 0.11
H 3.639729 2.132644 -2.721650 -0.035 0.089 -0.155 0.09
C -2.538806 -1.751875 7.994834 0.009 -0.354 -0.203 -0.13
H 2.038289 -5.937550 -2.533603 0.174 0.209 -0.061 0.09
H 2.260656 3.183247 -3.072391 0.065 -0.126 -0.179 0.07
H -3.540123 -2.022645 8.367487 0.294 0.015 -0.019 0.12
H -2.286970 1.298253 2.006367 1.340 -0.809 0.109 0.14
C 1.521654 3.312568 3.293295 0.314 0.230 -0.513 0.00
H -2.048768 2.270455 6.952055 0.022 0.025 -0.372 0.10
H -6.261876 -0.908026 -1.973596 0.109 -0.068 0.012 0.11
H -1.611791 -3.565674 -1.096394 0.020 -0.083 -0.132 0.13
H 2.033702 -4.869293 -5.407010 -0.203 0.047 0.061 0.08
H 4.004970 5.886565 2.561726 -0.303 0.187 0.018 0.10
C 0.621999 3.743721 1.034213 -0.161 -1.385 0.662 -0.15
H -2.770328 -5.685404 -1.056871 -0.073 0.098 -0.086 0.08
H -0.171368 -0.567582 1.695461 -0.357 -0.859 -0.875 0.09
C -0.135188 2.595110 1.122665 0.329 1.600 -0.127 -0.02
H 3.194494 2.486793 -4.417615 -0.034 0.063 0.177 0.08
C 0.900131 4.649104 -0.113715 0.068 0.109 -0.955 -0.09
C -3.363284 -4.781746 -1.224459 0.004 0.133 0.068 -0.07
H 0.611981 -5.492909 -4.541825 0.200 0.204 -0.016 0.08
C -0.227256 -0.707739 -0.445343 -1.046 0.146 0.031 -0.14
C 3.653553 -2.708835 -4.467602 -0.054 0.453 -0.153 -0.02
H -5.137669 -3.121019 -1.854653 0.127 0.290 -0.064 0.11
C -1.330235 0.950901 2.506566 -0.327 3.961 -0.412 -0.02
N 2.126344 5.232154 1.835653 0.234 0.309 0.321 -0.13
H 1.377980 4.075019 -0.932663 -0.199 0.322 0.299 0.11
H 5.258497 -1.572615 -5.352451 -0.256 0.052 0.213 0.11
H -1.416449 -3.144260 -3.573498 -0.154 -0.453 -0.114 0.05
H -0.642162 2.223780 0.240481 -0.054 0.022 0.323 0.08
H 0.550765 -3.887019 -5.288339 0.157 -0.093 0.069 0.09
H -1.527092 -2.963677 6.448525 -0.180 0.319 -0.011 0.12
H -3.812833 -4.489780 -0.269754 0.027 -0.100 -0.110 0.09
H 1.585412 1.062794 0.688115 0.697 0.092 0.096 0.09
C -2.149053 0.136024 6.680742 0.391 -0.131 -0.723 -0.19
C 2.521832 0.528689 0.484707 -0.398 -0.590 -0.543 -0.01
C 4.799618 -0.965308 -0.181473 0.000 0.297 0.219 -0.06
C -3.161970 -2.294636 -1.787371 0.257 -0.312 0.272 -0.12
C -2.600102 2.092779 -3.488568 -0.046 -0.237 -0.172 -0.06
H 3.030270 -4.649260 -1.805236 -0.047 -0.124 -0.178 0.08
C 3.830092 -0.300462 -4.338790 -0.215 -0.149 -0.240 -0.01
H -3.602033 2.885326 -1.198159 0.300 -0.111 0.025 0.09
C -1.821193 -0.716044 4.415370 -0.049 0.319 0.088 0.03
H 5.705823 -1.519457 -0.439099 -0.396 0.072 0.112 0.11
H -3.246987 -2.716256 6.160882 0.296 0.178 0.033 0.12
C 4.340850 -1.530204 -4.762840 -0.094 -0.233 0.234 -0.04
C 3.775160 0.958691 0.899461 0.344 0.071 0.103 -0.06
H -2.003737 2.999947 -3.644707 -0.171 -0.153 -0.009 0.08
H -3.550307 0.663135 9.399575 0.233 -0.093 0.079 0.10
H 2.639931 7.057825 2.746807 0.177 -0.402 0.020 0.10
H -1.878331 -0.481392 0.894711 0.776 -0.873 -0.169 0.08
C 2.927758 5.992070 2.775759 0.071 -0.138 -0.178 -0.03
C 2.082276 -1.453496 -3.147696 0.491 -0.540 -0.987 -0.11
H -1.184877 1.232658 -2.096429 -0.193 0.073 -0.054 0.11
H -1.782937 -2.179884 8.670791 -0.226 0.022 -0.084 0.12
C -2.471410 -3.662466 -1.773275 -0.195 0.305 0.557 -0.37
N 1.038964 -1.427541 -2.145239 -3.062 0.502 -0.199 0.03
C 1.199934 -4.588624 -4.751186 -0.096 0.172 -0.076 -0.06
C 0.757046 2.161282 3.343799 -1.040 0.108 -0.153 -0.02
H -0.001692 5.121250 -0.539907 0.309 -0.196 0.245 0.12
C -2.495752 0.467390 9.144342 -0.201 0.083 -0.024 -0.04
H 1.439966 6.707127 0.481822 0.233 -0.297 -0.022 0.13
H 2.198829 3.598092 4.098499 -0.113 -0.332 -0.247 0.11
H 0.879598 1.494479 4.199818 -0.350 0.254 -0.220 0.13
C 3.548950 -1.419384 -0.583996 -0.715 0.431 0.107 -0.01
C 1.432189 4.107845 2.134873 -0.046 0.198 0.095 -0.19
C -2.599123 2.457301 -1.045305 -0.221 0.246 0.279 -0.06
H -2.423989 1.393153 -4.314056 0.012 0.210 0.088 0.09
H 0.127440 2.106199 -4.175501 0.220 -0.175 0.010 0.07
C 2.492599 -2.681472 -3.687088 0.186 -0.329 0.239 -0.13
H -4.888069 1.170732 -2.171384 -0.116 -0.329 0.035 0.12
C -0.240484 1.915046 2.346242 0.545 -0.617 0.601 -0.27
N -1.000537 -1.165478 -1.540393 1.914 0.336 -0.287 0.02
C -3.035728 0.148479 -1.957938 0.401 0.187 0.079 -0.12
C 1.884180 1.077070 -3.396262 0.348 -0.384 0.827 -0.36
H -1.583738 2.677177 4.512390 -0.058 -0.177 0.248 0.12
C -2.425790 -1.096744 -1.740324 -0.547 -0.074 -0.239 -0.09
C -1.994386 -3.986886 -3.179291 -0.019 0.102 -0.502 -0.07
H 4.348201 0.624524 -4.615301 -0.336 -0.418 0.051 0.12
C 1.085090 -0.912109 -0.864276 0.669 -0.706 -1.254 -0.10
N -2.388082 -0.314358 7.938484 0.075 0.344 0.335 -0.15
C 0.706683 1.191808 -4.362926 -0.136 -0.107 -0.319 -0.05
C -2.334205 -2.218650 6.525787 -0.219 -0.777 0.094 -0.09
H -1.787522 -1.533338 3.682530 0.023 0.184 0.470 0.12
C 2.804479 2.293638 -3.412227 -0.045 -0.013 0.070 -0.06
H 1.050387 1.222401 -5.407474 -0.072 -0.048 0.250 0.10
H -1.379206 -4.894034 -3.216544 -0.156 0.133 0.087 0.08
C 2.639554 -0.244596 -3.608676 -0.239 0.405 0.242 -0.11
C 2.391667 -0.635291 -0.301758 1.171 0.398 0.896 -0.14
C -2.056946 -0.951004 5.770510 -0.083 0.900 -0.627 -0.15
H -2.871514 -4.133156 -3.826996 0.236 -0.022 0.085 0.10
```
Positions in Å, forces in eV/Å.

Results
E_tot = -2292.125448 Eh
total charge = +1
maximum force = 0.0777 hartree/bohr
LUMO level = -3.149 eV

[2]
The following is a DFT calculation (ωB97M-V/def2-TZVPD) of a 2-piece molecular cluster, C4H13N3 overall in a non-equilibrium geometry.

XYZ file:
```
20
Properties=species:S:1:pos:R:3:forces:R:3:nbo_charge:R:1
N 1.793825 -1.105322 1.524468 -0.440 0.449 1.433 -0.79
N -0.096038 0.987484 1.072874 -2.487 -1.275 -1.608 -0.77
H 2.085833 -0.392140 0.884200 0.267 0.181 -0.571 0.36
H -2.281628 -0.703937 0.558885 0.690 -0.058 -0.097 0.19
H 1.892663 -0.610413 2.445429 -0.255 -0.741 -1.165 0.36
H -0.955547 1.236156 1.559839 0.774 0.119 1.479 0.34
H -1.678396 0.727073 -1.635613 -0.585 -0.240 -0.150 0.17
H -0.448781 0.584470 -2.929570 -0.178 -0.045 1.094 0.20
H -0.021386 2.077889 -0.441112 -0.232 0.062 -0.388 0.40
C 0.366601 -1.396560 1.310623 -0.692 -1.225 0.316 -0.23
H 1.161870 -0.237546 -1.090834 -0.997 -0.292 0.354 0.23
H 0.760137 2.260416 -1.865977 -0.674 -0.091 0.161 0.34
N -0.174006 2.084801 -1.461400 1.091 0.486 -0.462 -0.86
C -0.326130 -0.273490 0.518011 7.791 3.365 -0.171 0.14
H -1.439366 -0.464916 0.622983 -5.146 -1.067 0.470 0.02
C -0.615391 0.749122 -1.828802 0.672 -0.045 0.015 -0.21
C 0.047836 -0.361892 -0.959012 0.747 1.644 -0.556 -0.48
H 0.252828 -2.358113 0.768301 0.048 0.441 0.211 0.19
H -0.097261 -1.501830 2.285683 -0.167 -0.109 0.150 0.20
H -0.227664 -1.301251 -1.338975 -0.227 -1.559 -0.515 0.21
```
Positions in Å, forces in eV/Å.

Results
E_tot = -324.248613 Eh
maximum force = 0.1651 hartree/bohr
ΔE to the lowest compared entry with this formula, charge and spin = 594.2 kJ/mol
LUMO level = -1.698 eV

[3]
The following is a DFT calculation (ωB97M-V/def2-TZVPD) of one molecule with the formula C2H2O2 in a non-equilibrium geometry.

XYZ file:
```
6
Properties=species:S:1:pos:R:3:forces:R:3:nbo_charge:R:1
C -0.371881 -0.013241 -0.002346 -5.901 0.808 0.125 0.57
C 0.909669 0.001444 0.006304 -0.222 0.027 -0.073 -0.60
H 1.293165 -0.979292 -0.179089 1.117 -0.046 0.253 0.25
H 1.313904 0.976430 0.169529 1.004 0.024 -0.232 0.26
O -1.531702 -0.714908 0.001548 1.385 -1.532 -0.374 -0.24
O -1.613156 0.729566 0.004053 2.617 0.720 0.302 -0.25
```
Positions in Å, forces in eV/Å.

Results
E_tot = -227.706557 Eh
maximum force = 0.1158 hartree/bohr
ΔE to the lowest compared entry with this formula, charge and spin = 370.8 kJ/mol
LUMO level = 0.940 eV
SMILES = C=C1OO1

[4]
The following is a DFT calculation (ωB97M-V/def2-TZVPD) of an isolated ion of composition C4H12N5 and charge +1 in a non-equilibrium geometry.

XYZ file:
```
21
Properties=species:S:1:pos:R:3:forces:R:3:nbo_charge:R:1
N 1.397595 0.964945 -0.546025 -0.005 0.865 2.845 -0.62
H 1.285346 1.416096 -1.393740 -0.536 0.681 -1.992 0.41
H -1.767058 -2.036593 -0.532311 -0.151 -0.958 -0.986 0.37
N -1.206958 -2.106039 0.282334 -0.165 2.745 0.688 -0.80
H 0.798195 2.940434 0.286076 0.590 -2.565 0.368 0.23
H -1.260708 2.400598 0.477362 -0.191 -0.056 -0.251 0.41
H 1.254866 1.684464 1.476256 0.311 -0.705 1.033 0.21
H 1.115917 -0.881818 -1.530139 -0.402 0.574 0.379 0.21
C 1.367666 -0.386350 -0.578956 0.484 -0.820 -0.005 0.33
C -0.610470 -0.826191 0.529727 1.125 -1.486 2.257 -0.19
H -0.020622 -0.829565 1.483444 -0.494 0.189 -1.045 0.23
H -2.884312 -0.495187 -0.509055 -1.090 -0.333 -0.230 0.40
N -2.306387 0.294744 -0.665515 0.242 0.732 0.473 -0.79
H 2.916565 -0.843655 0.749313 0.852 0.208 0.997 0.42
H -2.745644 1.150578 -1.010074 0.247 -0.587 0.375 0.42
C 0.755653 1.779697 0.549814 -1.099 2.213 -2.471 -0.05
C -1.280890 0.321551 0.240881 0.948 2.615 -1.169 0.39
N 2.261607 -1.166494 0.097950 -2.639 -1.239 -2.475 -0.77
N -0.703156 1.568587 0.534995 0.292 -1.753 0.171 -0.60
H 2.168875 -2.133834 -0.280528 1.046 1.085 1.349 0.42
H -0.536086 -2.815975 0.338191 0.636 -1.405 -0.310 0.38
```
Positions in Å, forces in eV/Å.

Results
E_tot = -433.101165 Eh
total charge = +1
maximum force = 0.0744 hartree/bohr
ΔE to the lowest compared entry with this formula, charge and spin = 68.8 kJ/mol
LUMO level = -3.475 eV
SMILES = N/C=C(\N)NCNC=[NH2+]

[5]
The following is a DFT calculation (ωB97M-V/def2-TZVPD) of a 2-piece molecular cluster, C2HO2P overall in a non-equilibrium geometry.

XYZ file:
```
6
Properties=species:S:1:pos:R:3:forces:R:3:nbo_charge:R:1
C 1.582749 -0.516953 -0.004893 1.000 -0.938 -0.604 1.06
C -0.550467 0.410091 -0.805161 1.467 -0.019 -1.129 -0.38
H -2.185037 0.721231 1.048828 0.261 -0.116 1.990 0.02
O 2.494942 -0.654348 -0.671884 1.504 0.347 -1.204 -0.48
P -2.032428 0.579273 -0.272079 -2.415 0.469 -1.648 0.29
O 0.690241 -0.539293 0.705188 -1.817 0.257 2.594 -0.51
```
Positions in Å, forces in eV/Å.

Results
E_tot = -568.480170 Eh
maximum force = 0.0618 hartree/bohr
ΔE to the lowest compared entry with this formula, charge and spin = 335.9 kJ/mol
LUMO level = -0.996 eV

[6]
The following is a DFT calculation (ωB97M-V/def2-TZVPD) of C23H24N6S as an isolated structure in a non-equilibrium geometry.

XYZ file:
```
54
Properties=species:S:1:pos:R:3:forces:R:3:nbo_charge:R:1
C 1.417909 -1.092328 0.893119 -5.755 -9.840 6.673 0.19
C 1.468341 -1.448507 2.470494 5.925 8.010 -3.311 -0.19
H -1.123137 -3.497642 3.028417 1.552 1.125 -2.108 0.22
C 3.853566 3.849688 0.992475 1.128 -2.013 1.105 -0.40
H 0.733904 0.881876 2.571941 -0.355 -0.224 1.726 0.24
H -2.972570 -1.205905 0.312545 0.160 2.095 -0.735 0.23
C -2.039425 0.617295 -3.026841 4.103 1.355 0.939 -0.13
H -5.292936 -1.942274 -2.645148 -0.082 1.356 -1.144 0.24
H 3.530858 3.505987 -0.103499 1.019 0.744 2.815 0.28
C 0.117272 1.246057 0.579074 6.357 8.739 2.836 0.04
H 0.753365 -0.979483 -1.649706 -0.935 -2.284 0.768 0.21
C -0.947280 0.584695 0.718791 -1.463 0.338 -9.930 -0.17
N -0.296405 1.715466 -1.687612 7.915 7.354 -2.400 -0.19
H 1.574408 -2.504190 -1.661127 -0.248 -0.358 -0.004 0.23
H -1.698481 1.181922 -4.088260 -1.319 -1.939 3.201 0.27
H 2.765724 4.930074 2.618432 0.552 3.835 3.610 0.21
H -1.110556 0.036689 1.457948 -1.961 -4.473 6.513 0.21
C 1.005171 1.737942 2.016628 -1.060 -4.015 -5.379 -0.23
H -0.822809 -3.646161 0.243247 0.639 0.566 1.648 0.21
H -3.457036 -3.553103 -2.978557 -0.119 0.432 1.136 0.19
C -1.575103 0.209540 -0.648455 -1.263 1.371 4.127 -0.05
C -4.453746 -1.929919 -1.991540 -2.180 -1.002 7.778 -0.37
H 3.794686 2.403627 2.896972 2.520 -0.389 2.785 0.23
N 1.166521 3.314484 -2.154513 -2.652 0.179 -14.747 0.00
C 2.756939 4.279805 1.893487 -3.752 -3.212 -5.260 -0.41
N 1.275846 3.081952 -1.044393 1.881 -1.793 14.659 -0.28
H -4.703030 -4.139554 -2.081430 -1.087 0.122 0.503 0.22
C 3.181620 2.895406 2.277194 -1.827 -0.428 -7.060 -0.06
H 1.626090 4.424265 1.221672 3.477 -0.772 2.227 0.23
H 2.644233 -0.702603 -0.398469 5.695 -3.278 -9.338 0.39
C 0.712024 -2.085948 0.171548 -1.619 -0.256 7.337 -0.09
H -3.300936 -3.688722 -1.282125 1.954 -0.365 2.457 0.21
H 0.826202 2.714781 2.309424 -0.785 1.404 0.717 0.23
C -2.956695 -0.421388 -2.791391 4.020 7.049 -16.209 -0.22
C 0.654890 -2.097820 -1.202970 0.943 1.646 -4.983 -0.65
C 0.430300 2.146642 -0.594563 -3.169 -4.497 -1.030 0.30
C -3.973289 -3.358261 -1.967106 0.320 -0.148 -4.949 -0.61
H 0.584675 -2.201668 4.179922 -0.019 0.285 0.973 0.22
H -5.131742 -1.908570 -0.811995 1.611 0.140 -3.210 0.15
C 2.994209 0.777464 1.011625 5.695 -7.470 -7.023 0.45
C -3.402618 -0.830444 -1.757858 -4.939 -5.601 10.336 -0.04
S 4.810427 0.542739 0.401689 -3.454 1.108 1.663 -0.41
H 2.228430 -0.709808 3.152946 -1.645 -2.166 -2.195 0.20
H 4.993067 4.013206 1.292722 -2.765 -0.054 -1.086 0.25
N 0.308445 2.485215 -2.841459 -0.629 0.392 3.461 -0.14
C -0.364582 -2.895660 2.338599 -0.578 -0.723 1.734 -0.25
C -2.766733 -0.438009 -0.528188 -1.411 -4.816 -0.684 -0.16
C -1.218117 0.855827 -1.832318 -5.654 -3.374 -2.362 0.10
H -0.209117 -2.703095 -1.515013 0.280 0.635 -0.635 0.23
N 2.398872 1.617042 1.651389 -1.722 6.970 4.301 -0.45
C -0.205419 -3.019117 0.970707 0.458 1.811 -1.436 -0.20
H -3.405635 -0.606431 -3.834560 0.133 -0.601 1.753 0.21
C 0.566006 -2.026421 3.138204 -5.077 -5.165 -0.568 -0.28
N 2.253397 -0.416656 0.307882 1.187 12.192 8.005 -0.59
```
Positions in Å, forces in eV/Å.

Results
E_tot = -1616.876352 Eh
maximum force = 0.3525 hartree/bohr
ΔE to the lowest compared entry with this formula, charge and spin = 1752.7 kJ/mol
LUMO level = -0.867 eV

Question: Among the records above, which one has the lowest E_tot?
Answer: C52H62N5